# 1
Density functional theory data (wB97M-V/def2-TZVPD) for a 4-piece molecular cluster, C14H38Cl6N6O2P2 overall at a distorted geometry.

CARTESIAN COORDINATES (ANGSTROEM)
1 C 7.3137 -2.6605 1.1331
2 N 6.0476 -2.2935 0.4335
3 C 6.1724 -1.0757 -0.3231
4 P 4.6995 -3.2683 0.6046
5 O 5.0612 -4.6666 0.8684
6 N 3.7688 -2.7102 1.8526
7 C 2.9847 -1.5067 1.7244
8 C 3.4018 -3.5544 2.9622
9 N 3.8919 -2.9716 -0.8261
10 C 4.5530 -3.4664 -2.0323
11 C 2.4883 -3.2704 -0.9509
12 H 8.0874 -1.9156 0.8142
13 H 7.6159 -3.6416 0.7658
14 H 7.2507 -2.5741 2.2144
15 H 5.1930 -0.9312 -0.7968
16 H 7.0313 -1.2167 -0.9549
17 H 6.3979 -0.2212 0.3541
18 H 3.3898 -0.6760 2.3592
19 H 2.9459 -1.1575 0.6735
20 H 1.9243 -1.6472 1.9923
21 H 2.8359 -2.9487 3.6812
22 H 2.6972 -4.3666 2.6640
23 H 4.2997 -4.0428 3.3314
24 H 5.5950 -3.1872 -2.0141
25 H 4.5248 -4.5405 -2.1509
26 H 4.1729 -2.8986 -2.8698
27 H 1.8888 -2.8498 -0.1049
28 H 2.3058 -4.3799 -1.0094
29 H 2.0079 -2.8255 -1.8449
30 C -0.8901 2.7270 -1.4443
31 N -2.0336 3.4318 -0.8204
32 C -1.7350 4.7599 -0.3658
33 P -3.4850 2.6433 -0.8160
34 O -3.3728 1.1874 -0.4708
35 N -4.3893 3.4162 0.2815
36 C -3.9843 3.4666 1.6848
37 C -5.6603 4.0771 0.1324
38 N -4.1283 2.8428 -2.3287
39 C -3.9262 4.0511 -3.1374
40 C -4.9844 1.8962 -2.9651
41 H -0.0333 2.5783 -0.7271
42 H -0.4726 3.2990 -2.2711
43 H -1.1901 1.7210 -1.7216
44 H -0.9585 4.6612 0.3717
45 H -2.5294 5.3035 0.0864
46 H -1.3984 5.3508 -1.2014
47 H -4.0485 4.5096 1.9975
48 H -4.5898 2.9056 2.3675
49 H -2.9573 3.1431 1.9113
50 H -5.9155 4.0860 -0.9271
51 H -6.5068 3.5478 0.6402
52 H -5.6331 5.1043 0.5045
53 H -4.6480 3.9707 -3.9118
54 H -4.0511 4.9443 -2.5186
55 H -2.9503 4.0051 -3.5746
56 H -5.0499 0.9482 -2.4518
57 H -4.7704 1.5970 -4.0207
58 H -6.0398 2.2605 -2.9855
59 Cl -3.7999 -0.3467 1.7759
60 C -4.0543 -1.2355 3.2916
61 Cl -2.7010 -0.9779 4.4031
62 Cl -4.3753 -2.9678 2.9342
63 H -4.9409 -0.8277 3.7646
64 Cl -1.3583 -4.3324 -0.9939
65 C -1.7910 -2.9511 0.0707
66 Cl -1.7844 -1.4432 -0.9734
67 Cl -0.6416 -2.7998 1.3939
68 H -2.7682 -3.0886 0.4643

The HOMO energy comes out at -8.21 eV. The calculation puts the HOMO-LUMO gap at 8.71 eV. The total charge is 0. As for the electronic energy: -121884.2444 eV.

# 2
Density functional theory data (wB97M-V/def2-TZVPD) for C14H38O6Sr as an isolated structure at a distorted geometry.

CARTESIAN COORDINATES (ANGSTROEM)
1 Sr -0.3587 0.2107 0.1868
2 C -3.1224 -3.4701 0.5065
3 C -1.6480 -3.0186 0.5818
4 C -0.7116 -4.0390 0.0226
5 O -1.4048 -1.8119 0.0067
6 H -3.2786 -4.4137 1.0400
7 H -3.3786 -3.7260 -0.5404
8 H -3.8341 -2.7603 0.8850
9 H -1.4075 -2.9771 1.6534
10 H -0.6389 -4.9903 0.5834
11 H 0.2872 -3.6146 -0.0774
12 H -1.0047 -4.3007 -1.0063
13 C 2.6631 3.4861 0.3479
14 C 1.2726 3.3476 -0.3252
15 C 1.1999 3.9977 -1.7048
16 O 0.8205 2.0620 -0.3148
17 H 2.6182 3.2194 1.4021
18 H 3.0837 4.4919 0.2849
19 H 3.3996 2.8048 -0.0870
20 H 0.6055 3.9651 0.3291
21 H 0.1744 4.0993 -2.0581
22 H 1.6846 3.4111 -2.4761
23 H 1.6671 4.9786 -1.7660
24 C -0.4122 3.3507 3.5844
25 C 0.0797 2.0725 2.9611
26 O -0.9868 1.1842 2.5860
27 H -0.9842 3.2727 4.5026
28 H -1.0892 3.8078 2.8388
29 H 0.3595 4.0920 3.7008
30 H 0.7146 1.5920 3.7055
31 H 0.6235 2.3172 2.0247
32 H -1.5868 1.0059 3.3297
33 C -1.5723 1.8320 -3.2388
34 C -2.4767 2.0241 -2.0527
35 O -2.5077 0.8997 -1.2262
36 H -1.3353 2.7792 -3.7498
37 H -1.9297 1.1498 -3.9963
38 H -0.6078 1.4322 -2.8340
39 H -3.4877 2.2412 -2.4283
40 H -2.2300 2.8690 -1.4055
41 H -3.0657 0.1925 -1.5856
42 C 2.2502 -3.2098 2.5394
43 C 1.3470 -1.9585 2.6733
44 O 1.6652 -0.9321 1.7539
45 H 1.8509 -4.0127 3.1789
46 H 3.2471 -2.9737 2.9109
47 H 2.3144 -3.6264 1.5405
48 H 1.4124 -1.6465 3.7399
49 H 0.3369 -2.2882 2.4801
50 H 2.5694 -0.6029 1.7314
51 C 0.9242 -2.8182 -3.3328
52 C 0.2517 -1.5454 -2.8173
53 O 1.0609 -0.8481 -1.8642
54 H 1.8586 -2.6105 -3.8360
55 H 0.2828 -3.3232 -4.0385
56 H 1.1781 -3.5233 -2.5222
57 H -0.7145 -1.7930 -2.3768
58 H 0.1416 -0.8501 -3.6541
59 H 1.8293 -0.5043 -2.2965

The HOMO energy comes out at -7.59 eV. The calculation puts the HOMO-LUMO gap at 7.99 eV. The total charge is 0. The calculation puts the energy above the lowest of the compared OMol25 structures with the same formula, charge and spin at 0.000 eV. As for the electronic energy: -28256.3445 eV.

# 3
Density functional theory data (wB97M-V/def2-TZVPD) for a 2-piece molecular cluster, C14H39BFN4O3P2 overall at a distorted geometry.

CARTESIAN COORDINATES (ANGSTROEM)
1 C 3.3468 2.0788 -6.1337
2 C 2.5854 2.0740 -4.6818
3 F 1.9809 3.4475 -4.5183
4 P 1.0828 0.8556 -4.5933
5 C 1.5788 -0.9866 -4.6002
6 C 3.1909 -1.2685 -4.4103
7 C 3.5880 -1.5427 -2.8412
8 C 4.8195 -0.5411 -2.4259
9 C 5.0204 -0.4691 -0.7689
10 N 6.1297 -1.4955 -0.4709
11 C 0.0232 1.4110 -3.1064
12 B -0.8824 0.2284 -2.4095
13 O -1.2644 0.4575 -0.9710
14 O -1.3809 -1.0003 -3.0578
15 H 4.0305 3.0571 -6.1485
16 H 2.5737 2.2399 -7.0288
17 H 4.0791 1.1803 -6.3149
18 H 3.2829 1.9199 -3.7532
19 H 0.2918 1.1137 -5.8036
20 H 1.0235 -1.6637 -3.8245
21 H 1.2974 -1.4080 -5.6809
22 H 3.4394 -2.2635 -5.0213
23 H 3.8789 -0.4372 -4.8656
24 H 2.6255 -1.4145 -2.1507
25 H 3.9522 -2.6688 -2.7472
26 H 4.6834 0.5692 -2.7701
27 H 5.8044 -0.9509 -2.9070
28 H 5.3510 0.6237 -0.4204
29 H 3.9968 -0.7927 -0.2875
30 H 6.2645 -1.5384 0.5630
31 H 6.9906 -1.1159 -0.9611
32 H -0.7497 2.2402 -3.4817
33 H 0.7428 1.9285 -2.3343
34 H -0.7543 -0.1823 -0.3824
35 H -2.2966 -0.8853 -3.4492
36 O -1.5697 -0.5872 5.7230
37 P -2.7820 -0.7576 4.7750
38 N -1.8061 -0.3637 3.4334
39 C -2.0691 0.4920 2.2964
40 C -0.8653 -1.4177 3.0420
41 N -3.5592 0.6459 5.4409
42 C -3.3907 1.9872 4.8855
43 C -3.3847 0.7909 6.9022
44 N -4.1757 -0.9536 3.6852
45 C -4.2325 -2.2419 3.0033
46 C -5.1449 -0.0107 3.1691
47 H -2.6554 -0.0151 1.5267
48 H -1.1314 0.8180 1.8293
49 H -2.5710 1.4222 2.5571
50 H -1.3799 -2.2284 2.5183
51 H -0.3652 -1.8479 3.9154
52 H -0.0679 -1.0401 2.3920
53 H -2.3332 2.2509 4.7668
54 H -3.8552 2.7511 5.5249
55 H -3.9049 2.1053 3.9330
56 H -2.4059 1.2154 7.1734
57 H -3.4739 -0.1767 7.4094
58 H -4.1597 1.4382 7.3253
59 H -3.7797 -2.1813 2.0085
60 H -5.2601 -2.6048 2.8982
61 H -3.6931 -3.0043 3.5753
62 H -4.7049 0.7217 2.4940
63 H -5.6783 0.5030 3.9735
64 H -5.9271 -0.5110 2.5819

The HOMO energy comes out at -9.46 eV. The calculation puts the HOMO-LUMO gap at 6.31 eV. The total charge is +1. The calculation puts the energy above the lowest of the compared OMol25 structures with the same formula, charge and spin at 4.589 eV. As for the electronic energy: -49212.4756 eV.

# 4
Density functional theory data (wB97M-V/def2-TZVPD) for C14H39FN10O18P2 as an isolated structure at a distorted geometry.

CARTESIAN COORDINATES (ANGSTROEM)
1 C 0.0709 3.2430 4.4379
2 C -0.5571 4.4907 3.7851
3 C -1.5127 4.1178 2.6781
4 F -2.3323 5.1721 2.3384
5 O -0.7591 3.7686 1.5260
6 P -1.4009 3.0837 0.2443
7 O -1.9610 3.9816 -0.7835
8 O -0.2756 2.0864 -0.1957
9 C 0.3310 2.1981 -1.5171
10 C 1.2404 0.9910 -1.7210
11 C 0.6119 -0.0653 -2.6459
12 C 1.3924 -1.3828 -2.5999
13 N 0.8377 -2.2549 -1.5593
14 C 1.4806 -3.4943 -1.3835
15 N 2.3283 -3.9383 -2.2185
16 N 1.1391 -4.1986 -0.1728
17 O -2.5054 2.1132 0.9206
18 P -2.7719 0.6086 0.4264
19 N -3.0355 0.3167 -1.0603
20 O -1.5379 -0.1887 1.0647
21 O -3.9762 0.2213 1.4103
22 H 1.1518 3.3438 4.5325
23 H -0.1475 2.3413 3.8590
24 H -0.3318 3.0883 5.4423
25 H -1.1290 5.0529 4.5262
26 H 0.2122 5.1415 3.3645
27 H -2.1553 3.2803 2.9626
28 H 0.8696 3.1469 -1.5819
29 H -0.4541 2.2041 -2.2803
30 H 2.1569 1.3191 -2.2179
31 H 1.4891 0.5503 -0.7503
32 H -0.4327 -0.2462 -2.3546
33 H 0.6433 0.3228 -3.6674
34 H 2.4421 -1.1823 -2.3610
35 H 1.3627 -1.8733 -3.5810
36 H -0.1530 -2.3902 -1.7320
37 H 2.7013 -4.8102 -1.8478
38 H 1.3815 -3.5930 0.6065
39 H 0.1292 -4.3075 -0.1212
40 H -3.0250 1.1064 -1.6913
41 H -1.3342 -0.9332 0.4841
42 H -4.6360 -0.2283 0.8645
43 C 5.2285 -2.2816 -3.4669
44 N 5.3916 -0.9129 -2.9106
45 O 6.4813 -0.5899 -2.4788
46 O 4.4173 -0.1908 -2.9091
47 H 6.1802 -2.7901 -3.3968
48 H 4.4599 -2.7736 -2.8741
49 H 4.8973 -2.1746 -4.4958
50 C -3.8770 -2.3267 3.7041
51 N -3.9890 -3.6269 2.9939
52 O -3.7340 -4.6422 3.6055
53 O -4.3339 -3.5871 1.8312
54 H -3.5637 -2.5140 4.7204
55 H -3.1536 -1.7248 3.1613
56 H -4.8555 -1.8589 3.6758
57 C 6.4210 -2.0254 0.9450
58 N 5.8040 -2.7607 -0.1883
59 O 6.5224 -3.3879 -0.9311
60 O 4.6041 -2.6693 -0.3292
61 H 7.4892 -2.2000 0.9175
62 H 6.1820 -0.9751 0.8091
63 H 5.9714 -2.4055 1.8571
64 C 5.1666 2.4037 -4.5181
65 N 3.7160 2.3527 -4.8500
66 O 3.0168 1.6156 -4.1873
67 O 3.3319 3.0448 -5.7643
68 H 5.3478 1.7240 -3.6941
69 H 5.7090 2.1013 -5.4084
70 H 5.4005 3.4326 -4.2622
71 C -5.9210 -5.0095 6.9210
72 N -5.8636 -3.5339 7.1162
73 O -5.1653 -2.8973 6.3537
74 O -6.5152 -3.0666 8.0192
75 H -5.2872 -5.2629 6.0789
76 H -5.5731 -5.4679 7.8414
77 H -6.9593 -5.2681 6.7381
78 C -4.0141 4.6500 -3.2932
79 N -4.7817 3.8354 -4.2740
80 O -4.1641 3.2505 -5.1370
81 O -5.9863 3.8098 -4.1407
82 H -2.9612 4.5766 -3.5332
83 H -4.3734 5.6713 -3.3722
84 H -4.2143 4.2524 -2.3035

The HOMO energy comes out at -9.39 eV. The calculation puts the HOMO-LUMO gap at 9.38 eV. The total charge is 0. As for the electronic energy: -88190.7469 eV.